[1]
The following is a quantum chemistry calculation of a molecular structure, C13H30Cl4N2, from OMol25.

```
49
Properties=species:S:1:pos:R:3:mulliken_charge:R:1
C 6.48 4.03 -2.41 -1.41
C 7.47 4.15 -3.57 -0.29
N 8.87 4.34 -3.21 -0.01
C 9.75 4.71 -4.42 -0.67
C 9.86 3.68 -5.57 -1.05
C 9.46 3.28 -2.33 -0.36
C 10.82 3.57 -1.71 -1.30
H 5.47 3.91 -2.80 0.39
H 6.59 4.84 -1.70 0.36
H 6.67 3.12 -1.84 0.34
H 7.27 3.22 -4.10 0.30
H 7.18 5.00 -4.18 0.38
H 9.48 5.69 -4.82 0.37
H 10.77 4.90 -4.10 0.34
H 10.74 3.89 -6.18 0.39
H 10.01 2.68 -5.17 0.26
H 9.10 3.68 -6.36 0.31
H 9.37 2.32 -2.83 0.34
H 8.79 3.27 -1.47 0.34
H 11.35 2.81 -1.14 0.39
H 10.79 4.45 -1.07 0.28
H 11.52 3.65 -2.54 0.30
C -6.69 -2.83 3.86 -1.07
C -7.51 -3.57 2.78 -0.58
N -8.65 -4.37 3.32 0.06
C -8.34 -5.38 4.25 -0.48
C -9.50 -6.37 4.54 -1.24
C -9.74 -3.47 3.83 -0.53
C -10.39 -2.85 2.47 -1.24
H -5.71 -2.56 3.48 0.40
H -6.56 -3.47 4.74 0.28
H -7.18 -1.95 4.27 0.27
H -7.71 -2.81 2.02 0.26
H -6.81 -4.26 2.32 0.38
H -7.51 -5.95 3.82 0.43
H -7.92 -4.95 5.15 0.31
H -10.10 -6.28 3.64 0.31
H -9.21 -7.38 4.83 0.38
H -10.02 -5.94 5.39 0.29
H -9.39 -2.72 4.54 0.33
H -10.46 -3.98 4.47 0.41
H -9.85 -1.94 2.20 0.31
H -11.35 -2.43 2.78 0.43
H -10.59 -3.42 1.56 0.29
C -1.35 0.80 -1.38 0.39
Cl -1.63 0.56 0.31 -0.10
Cl -1.05 -0.79 -2.07 -0.11
Cl -2.77 1.51 -2.22 -0.09
Cl 0.21 1.60 -1.35 -0.09
```

Output
LUMO level (eV): 0.2
HOMO level (eV): -8.209

[2]
The following is a quantum chemistry calculation of a molecular structure, C13H30LiN2O7, from OMol25.

```
53
Properties=species:S:1:pos:R:3:mulliken_charge:R:1
Li -0.05 0.04 -1.20 0.67
C 0.55 -0.81 -3.31 0.66
O 1.04 -1.34 -2.25 -0.81
O 0.89 -1.21 -4.49 -0.88
O -0.34 0.15 -3.21 -0.81
C 2.64 -1.31 4.47 -0.78
O 1.68 -1.03 3.48 -0.29
C 2.22 -0.39 2.34 -0.55
C 1.03 0.10 1.51 -0.13
N 1.42 0.54 0.15 0.40
C 2.10 1.86 0.20 -0.60
C 2.31 2.30 -1.25 -0.58
O 2.74 3.68 -1.31 -0.39
C 4.13 3.83 -1.18 -0.72
H 3.08 -0.41 4.91 0.30
H 3.40 -2.00 4.07 0.31
H 2.17 -1.83 5.31 0.26
H 2.76 -1.13 1.73 0.36
H 2.94 0.40 2.58 0.39
H 0.62 0.98 2.03 0.29
H 0.23 -0.63 1.53 -0.38
H 2.19 -0.08 -0.08 0.26
H 3.10 1.74 0.64 0.44
H 1.51 2.65 0.67 0.23
H 1.40 2.35 -1.85 0.04
H 3.06 1.64 -1.69 0.46
H 4.67 3.15 -1.84 0.31
H 4.49 3.76 -0.15 0.24
H 4.40 4.84 -1.52 0.28
C -1.24 2.99 -1.49 -0.95
O -1.32 1.82 -0.70 -0.14
C -2.56 1.16 -0.94 -0.91
C -2.75 0.01 0.03 -0.49
N -1.71 -0.99 -0.28 0.13
C -1.79 -2.13 0.67 -1.09
C -3.07 -2.94 0.55 -0.83
O -3.26 -3.35 -0.79 -0.24
C -4.10 -4.48 -0.90 -0.80
H -2.01 3.69 -1.16 0.37
H -1.31 2.81 -2.57 0.33
H -0.27 3.45 -1.31 0.26
H -2.62 0.87 -1.99 0.32
H -3.37 1.90 -0.82 0.54
H -3.73 -0.46 -0.09 0.38
H -2.68 0.43 1.04 0.27
H -2.04 -1.42 -1.14 0.30
H -1.79 -1.72 1.69 0.44
H -0.95 -2.82 0.61 0.41
H -3.97 -2.44 0.92 0.37
H -2.92 -3.82 1.19 0.50
H -4.16 -4.78 -1.95 0.25
H -5.11 -4.31 -0.53 0.30
H -3.65 -5.28 -0.31 0.31
```

Output
LUMO level (eV): 2.5
ΔE to the lowest compared entry with this formula, charge and spin (eV): 0.562
HOMO level (eV): -1.995
Charge: -1

[3]
The following is a quantum chemistry calculation of a molecular structure, C13H31AgClN3O5, from OMol25.

```
54
Properties=species:S:1:pos:R:3:mulliken_charge:R:1
Ag 0.07 0.23 -1.87 -0.53
Cl 2.09 1.28 -0.30 -0.79
C -2.53 -2.89 -2.63 -0.50
O -3.72 -2.17 -2.61 -0.39
C -3.65 -0.78 -2.23 -0.69
C -3.15 -0.54 -0.82 -0.26
O -1.76 -0.64 -0.72 0.20
C -1.29 -0.45 0.60 -0.56
H -2.69 -3.91 -2.96 0.27
H -2.04 -2.92 -1.65 0.09
H -1.77 -2.44 -3.27 0.22
H -4.69 -0.46 -2.22 0.30
H -3.05 -0.22 -2.96 0.30
H -3.73 -1.11 -0.10 0.34
H -3.54 0.44 -0.57 0.19
H -0.22 -0.23 0.56 0.01
H -1.40 -1.31 1.26 0.34
H -1.69 0.44 1.07 0.36
C -0.64 -0.90 4.87 -1.14
C 0.13 -0.03 3.90 0.77
O -0.07 1.20 3.83 -0.67
N 1.06 -0.51 3.06 -0.11
C 1.43 -1.87 2.91 -0.83
H -0.93 -0.32 5.75 0.35
H -0.12 -1.82 5.14 0.34
H -1.66 -1.11 4.55 0.24
H 1.45 0.14 2.40 0.21
H 1.52 -2.42 3.84 0.29
H 2.39 -1.90 2.40 0.26
H 0.64 -2.29 2.28 0.28
C -3.04 3.72 -0.65 -1.34
C -1.69 2.98 -0.58 0.68
O -1.24 2.28 -1.46 -0.42
N -0.93 3.09 0.54 0.08
C -1.27 3.82 1.74 -1.05
H -3.40 3.85 -1.67 0.36
H -3.00 4.72 -0.23 0.41
H -3.84 3.14 -0.19 0.25
H -0.04 2.63 0.54 0.14
H -1.86 3.17 2.38 0.30
H -1.66 4.83 1.59 0.31
H -0.31 4.00 2.22 0.36
C 4.57 -1.82 -0.56 -0.44
C 5.11 -1.62 -1.96 0.56
O 6.05 -2.30 -2.44 -0.72
N 4.47 -0.63 -2.62 0.05
C 4.67 -0.22 -4.03 -0.95
H 3.75 -1.12 -0.39 0.00
H 5.37 -1.67 0.17 0.25
H 4.14 -2.82 -0.61 0.24
H 3.78 -0.17 -2.05 0.07
H 5.26 0.69 -4.16 0.27
H 3.66 -0.03 -4.41 0.34
H 5.03 -1.02 -4.68 0.31
```

Output
LUMO level (spin up / spin down) (eV): 2.6 / 2.6
2S+1: 2
<S²>: 0.751
HOMO level (spin up / spin down) (eV): -1.184 / -5.349
Charge: -1

[4]
The following is a quantum chemistry calculation of a molecular structure, C13H31AuBF4GeNSb, from OMol25.

```
53
Properties=species:S:1:pos:R:3:mulliken_charge:R:1
Au -1.71 1.40 0.63 0.30
F 0.71 0.14 -0.92 -0.37
B 0.19 -1.23 -0.91 0.53
F 0.61 -1.85 -2.06 -0.30
F 0.74 -1.83 0.25 -0.43
F -1.19 -1.15 -0.80 -0.24
C 5.68 0.89 1.49 -0.96
C 4.58 -0.14 1.71 -0.78
Sb 3.02 0.01 0.23 0.81
C 3.10 2.00 -0.52 -0.77
C 2.45 3.01 0.42 -1.03
C 3.64 -1.24 -1.36 -0.71
C 5.13 -1.06 -1.67 -1.14
H 6.46 0.76 2.24 0.38
H 5.30 1.91 1.59 0.25
H 6.15 0.80 0.51 0.26
H 4.11 -0.04 2.69 0.45
H 4.95 -1.17 1.63 0.43
H 2.59 1.95 -1.48 0.46
H 4.15 2.23 -0.70 0.53
H 1.40 2.78 0.58 0.17
H 2.52 4.01 0.00 0.38
H 2.94 3.04 1.40 0.30
H 3.00 -0.99 -2.20 0.42
H 3.40 -2.26 -1.07 0.45
H 5.36 -0.04 -1.98 0.31
H 5.41 -1.71 -2.50 0.40
H 5.76 -1.32 -0.83 0.29
C -0.73 -2.74 4.19 -1.19
C -1.15 -2.66 2.72 -0.12
C -1.35 -1.29 2.27 0.41
N -1.49 -0.21 1.91 -0.37
H -0.58 -3.79 4.46 0.35
H -1.49 -2.32 4.84 0.34
H 0.21 -2.21 4.35 0.33
H -2.08 -3.20 2.54 0.34
H -0.39 -3.08 2.05 0.17
C -1.98 1.21 -3.25 -0.87
Ge -3.14 1.75 -1.81 0.20
C -4.19 0.28 -1.09 -1.04
C -4.30 3.27 -2.18 -1.21
C -1.78 2.97 -0.62 -0.97
H -2.60 0.92 -4.10 0.43
H -1.38 0.35 -2.95 0.17
H -1.33 2.02 -3.57 0.36
H -4.92 0.00 -1.85 0.40
H -4.74 0.58 -0.20 0.38
H -3.56 -0.57 -0.87 0.33
H -5.05 2.94 -2.91 0.40
H -3.75 4.10 -2.61 0.39
H -4.81 3.60 -1.28 0.39
H -2.27 3.89 -0.32 0.55
H -0.92 3.14 -1.27 0.45
```

Output
LUMO level (spin up / spin down) (eV): -1.9 / -5.1
2S+1: 3
ΔE to the lowest compared entry with this formula, charge and spin (eV): 0.000
<S²>: 2.009
HOMO level (spin up / spin down) (eV): -11.564 / -12.811
Charge: +1

[5]
The following is a quantum chemistry calculation of 2 unconnected molecules or ions with the total composition C13H31BClNO3, from OMol25.

```
50
Properties=species:S:1:pos:R:3:mulliken_charge:R:1
Cl -3.57 -0.57 -3.32 -0.29
C -1.78 -0.40 -3.55 -0.36
C -1.03 -0.79 -2.29 -0.15
C 0.42 -1.18 -2.51 -0.56
C 0.66 -2.51 -3.22 0.22
C 2.17 -2.76 -3.49 -0.44
O 2.31 -2.91 -4.86 -0.64
B 1.13 -2.23 -5.46 0.71
O 0.04 -2.55 -4.47 -0.77
H -1.48 -1.03 -4.39 0.22
H -1.63 0.65 -3.80 0.39
H -1.58 -1.60 -1.79 0.33
H -1.05 0.07 -1.60 -0.10
H 0.94 -0.39 -3.08 0.27
H 0.92 -1.23 -1.53 0.01
H 0.24 -3.31 -2.58 0.25
H 2.55 -3.65 -2.96 0.30
H 2.74 -1.89 -3.10 0.16
H 0.87 -2.66 -6.57 -0.23
H 1.32 -0.98 -5.49 -0.31
C -1.90 -0.34 1.40 -1.26
C -1.49 0.58 2.53 -0.33
N -0.10 0.33 3.11 -0.02
C -0.06 -1.08 3.61 -1.04
C 0.12 1.21 4.32 -0.33
C 0.13 2.71 4.10 -1.20
C 1.02 0.43 2.09 -0.82
C 1.18 1.68 1.24 -0.63
O 0.01 1.86 0.49 -0.03
C -0.04 3.10 -0.21 -0.96
H -2.04 -1.37 1.73 0.37
H -2.85 0.01 1.02 0.44
H -1.20 -0.32 0.57 0.13
H -2.16 0.48 3.39 0.54
H -1.50 1.61 2.20 0.33
H -0.89 -1.23 4.30 0.38
H 0.88 -1.24 4.13 0.42
H -0.15 -1.77 2.78 0.45
H 1.06 0.88 4.76 0.37
H -0.68 0.94 5.00 0.49
H 1.10 3.08 3.76 0.33
H -0.07 3.18 5.06 0.43
H -0.63 3.05 3.41 0.27
H 0.87 -0.41 1.42 0.58
H 1.94 0.26 2.65 0.36
H 2.03 1.44 0.60 0.45
H 1.44 2.59 1.80 0.36
H 0.94 3.40 -0.56 0.40
H -0.45 3.89 0.43 0.29
H -0.70 2.96 -1.06 0.23
```

Output
LUMO level (eV): -0.9
HOMO level (eV): -5.793

[6]
The following is a quantum chemistry calculation of 3 unconnected molecules or ions with the total composition C13H31ClN3O4P, from OMol25.

```
53
Properties=species:S:1:pos:R:3:mulliken_charge:R:1
C -0.56 -1.91 -1.00 -0.49
C 0.47 -0.83 -1.73 -0.15
C 0.47 0.65 -1.01 -0.23
O -0.90 1.20 -0.99 -0.13
C -1.23 1.91 -2.23 -0.76
P -3.09 2.21 -2.54 0.38
Cl -5.14 2.69 -2.94 -0.39
C -3.55 2.14 -0.68 -0.95
C -3.95 0.61 -0.14 0.17
C -4.47 -0.38 -1.36 0.10
N -5.98 -0.54 -1.63 -0.56
O -3.65 -1.12 -2.14 -0.51
H 0.09 -2.58 -0.26 0.25
H -1.47 -1.40 -0.47 -0.13
H -0.94 -2.62 -1.87 0.24
H 0.10 -0.74 -2.85 0.25
H 1.56 -1.25 -1.68 0.18
H 0.86 0.52 0.11 -0.06
H 1.21 1.43 -1.51 0.25
H -0.67 2.94 -2.28 0.32
H -0.81 1.24 -3.12 0.27
H -3.22 1.09 -3.46 0.08
H -2.73 3.49 -3.15 0.09
H -2.78 2.68 0.04 0.31
H -4.56 2.77 -0.57 0.51
H -4.83 0.73 0.62 0.36
H -3.05 0.06 0.37 -0.05
H -6.12 -0.65 -2.68 0.34
H -6.24 -1.48 -1.21 0.31
C 4.80 -1.62 0.47 -1.21
C 4.36 -0.72 -0.66 0.82
O 3.67 -1.13 -1.59 -0.72
N 4.76 0.58 -0.63 -0.14
C 5.56 1.25 0.37 -0.85
H 4.40 -2.63 0.30 0.29
H 5.89 -1.68 0.51 0.38
H 4.40 -1.25 1.42 0.28
H 4.43 1.12 -1.42 0.23
H 4.98 2.08 0.78 0.28
H 6.45 1.66 -0.13 0.30
H 5.87 0.59 1.18 0.33
C 0.76 0.58 3.57 -1.15
C 1.53 -0.70 3.46 0.82
O 2.76 -0.72 3.43 -0.69
N 0.83 -1.87 3.41 -0.15
C -0.60 -2.06 3.44 -0.79
H 1.45 1.43 3.60 0.26
H 0.11 0.71 2.69 0.22
H 0.16 0.59 4.49 0.41
H 1.43 -2.69 3.34 0.23
H -0.83 -2.70 4.30 0.31
H -0.89 -2.58 2.52 0.24
H -1.14 -1.12 3.52 0.29
```

Output
LUMO level (eV): 0.2
SMILES: CCCOC[PH2](Cl)CCC(N)=O.CNC(C)=O.CNC(C)=O
HOMO level (eV): -9.349

[7]
The following is a quantum chemistry calculation of a molecular structure, C13H31I3N2O4Si2, from OMol25.

```
55
Properties=species:S:1:pos:R:3:mulliken_charge:R:1
C 2.94 -0.30 5.19 -0.98
C 2.75 0.04 3.71 0.35
I 4.57 0.18 2.55 -0.02
C 1.56 0.22 3.12 -0.11
I 1.44 0.65 1.02 0.19
Si -0.03 0.10 4.11 -0.01
C -1.14 -1.36 3.64 -0.28
C -1.62 -1.98 4.96 0.12
O -2.59 -1.69 5.51 -0.39
I -0.25 -3.49 5.77 -0.05
O -0.84 1.59 3.96 -0.23
Si -0.21 2.73 5.05 0.52
H 2.60 -1.33 5.38 0.24
H 2.39 0.37 5.86 0.24
H 4.00 -0.19 5.43 0.40
H 0.34 -0.07 5.52 -0.08
H -0.61 -2.15 3.08 0.45
H -2.01 -0.96 3.09 0.12
H -1.33 3.26 5.86 -0.16
H 0.41 3.84 4.31 -0.14
H 0.79 2.15 5.96 -0.15
C 1.32 1.81 -4.12 -1.50
C 2.15 1.34 -2.93 0.36
C 3.54 0.80 -3.32 -0.69
O 3.52 -0.50 -3.88 -0.38
C 3.22 -0.56 -5.26 -0.66
N 1.37 0.34 -2.18 -0.35
H 0.91 0.99 -4.70 0.26
H 0.48 2.41 -3.78 0.36
H 1.92 2.44 -4.79 0.37
H 2.31 2.20 -2.28 0.34
H 4.13 0.72 -2.41 0.32
H 4.06 1.50 -3.98 0.46
H 3.62 0.31 -5.80 0.30
H 2.15 -0.63 -5.42 0.23
H 3.68 -1.46 -5.67 0.26
H 1.89 0.09 -1.34 0.05
H 1.37 -0.52 -2.73 0.24
C -2.99 -2.22 -0.96 -1.41
C -3.31 -0.79 -0.54 0.39
C -4.15 -0.02 -1.57 -0.85
O -3.43 0.44 -2.70 -0.36
C -3.25 -0.52 -3.72 -0.61
N -2.05 -0.09 -0.24 -0.37
H -2.22 -2.26 -1.73 0.25
H -2.63 -2.79 -0.11 0.31
H -3.88 -2.72 -1.35 0.37
H -3.89 -0.85 0.38 0.38
H -4.53 0.89 -1.08 0.33
H -5.03 -0.60 -1.88 0.44
H -4.11 -1.19 -3.81 0.31
H -2.34 -1.10 -3.54 0.17
H -3.13 0.02 -4.66 0.26
H -2.27 0.83 0.13 0.26
H -1.59 0.10 -1.12 0.14
```

Output
LUMO level (eV): -0.1
HOMO level (eV): -8.817

[8]
The following is a quantum chemistry calculation of a molecular structure, C13H31LiN2O5Si, from OMol25.

```
53
Properties=species:S:1:pos:R:3:mulliken_charge:R:1
Li 0.25 -2.16 2.25 0.95
N 0.47 -1.37 6.10 -0.42
C 0.29 -1.29 4.76 0.59
N 0.08 -0.07 4.22 -0.35
O 0.32 -2.33 4.06 -0.88
H 0.24 -0.61 6.70 0.19
H 0.48 -2.30 6.49 0.27
H 0.24 0.75 4.77 0.21
H 0.06 -0.02 3.18 0.50
C 2.75 -1.51 -0.05 -1.37
C 2.46 -0.40 -1.06 1.62
C 2.25 -0.99 -2.45 -1.43
C 3.60 0.61 -1.08 -1.85
O 1.29 0.33 -0.69 0.71
Si -0.11 -0.17 0.03 -0.50
O 0.11 -0.62 1.54 -0.90
O -1.15 1.09 -0.17 0.07
C -0.95 2.49 0.05 1.92
C -0.10 2.72 1.29 -1.56
C -2.34 3.08 0.25 -1.79
C -0.29 3.09 -1.18 -1.49
O -0.73 -1.44 -0.83 -0.54
C -1.76 -1.52 -1.82 1.78
C -1.49 -0.52 -2.94 -1.24
C -3.11 -1.24 -1.16 -1.60
C -1.71 -2.94 -2.35 -1.77
H 3.69 -2.00 -0.29 0.51
H 1.96 -2.26 -0.08 0.13
H 2.81 -1.09 0.95 0.28
H 3.14 -1.51 -2.78 0.47
H 2.02 -0.20 -3.16 0.34
H 1.41 -1.69 -2.44 0.10
H 4.53 0.14 -1.40 0.42
H 3.74 1.03 -0.08 0.39
H 3.36 1.42 -1.77 0.37
H -0.56 2.24 2.16 0.25
H 0.00 3.79 1.49 0.51
H 0.90 2.29 1.16 0.17
H -2.82 2.63 1.12 0.37
H -2.96 2.88 -0.62 0.35
H -2.29 4.16 0.40 0.43
H 0.67 2.61 -1.37 0.04
H -0.13 4.16 -1.05 0.51
H -0.93 2.95 -2.06 0.35
H -1.50 0.50 -2.56 0.05
H -2.26 -0.61 -3.71 0.52
H -0.52 -0.72 -3.40 0.24
H -3.13 -0.23 -0.75 0.13
H -3.28 -1.95 -0.35 0.33
H -3.91 -1.34 -1.89 0.49
H -0.74 -3.14 -2.80 0.36
H -2.49 -3.11 -3.10 0.40
H -1.86 -3.65 -1.53 0.36
```

Output
LUMO level (eV): 0.3
HOMO level (eV): -9.090

[9]
The following is a quantum chemistry calculation of a molecular structure, C13H31N4O5Zr, from OMol25.

```
54
Properties=species:S:1:pos:R:3:mulliken_charge:R:1
Zr -34.63 12.37 -2.07 2.39
C -37.44 10.57 -2.91 -0.99
O -36.20 11.23 -2.82 -0.20
H -38.25 11.22 -2.55 0.31
H -37.65 10.23 -3.93 0.36
H -37.43 9.70 -2.26 0.25
C -33.75 8.66 -4.25 -1.10
C -32.98 9.57 -3.33 0.65
O -33.47 10.71 -3.03 -0.47
N -31.84 9.14 -2.86 -0.16
C -30.88 9.94 -2.11 -0.76
H -33.78 7.63 -3.88 0.48
H -33.20 8.60 -5.19 0.37
H -34.77 9.01 -4.36 0.16
H -31.60 8.18 -3.08 0.28
H -30.25 10.46 -2.83 0.36
H -30.25 9.31 -1.49 0.34
H -31.37 10.73 -1.54 0.16
C -33.96 13.84 -6.37 -1.56
C -34.63 12.91 -5.43 0.77
O -34.36 12.95 -4.18 -0.39
N -35.53 12.06 -5.87 0.15
C -36.08 11.94 -7.22 -1.06
H -33.22 14.44 -5.85 0.36
H -34.65 14.43 -6.97 0.41
H -33.41 13.21 -7.09 0.46
H -36.03 11.57 -5.13 -0.02
H -35.59 11.18 -7.83 0.35
H -36.30 12.89 -7.69 0.36
H -37.08 11.51 -7.08 0.39
C -37.38 13.85 1.03 -1.08
C -36.81 12.57 0.56 0.74
O -35.90 12.64 -0.35 -0.62
N -37.19 11.44 1.09 -0.14
C -36.75 10.10 0.74 -0.71
H -38.05 13.77 1.89 0.41
H -38.09 14.18 0.25 0.18
H -36.67 14.65 1.17 0.34
H -37.75 11.53 1.92 0.28
H -37.50 9.63 0.10 0.28
H -36.54 9.53 1.64 0.38
H -35.85 10.11 0.12 0.12
C -38.07 14.51 -3.39 -1.01
C -36.63 14.86 -3.24 0.60
O -35.92 14.08 -2.53 -0.68
N -36.07 15.87 -3.86 -0.06
C -36.79 16.85 -4.67 -1.02
H -38.71 15.32 -3.73 0.50
H -38.44 14.06 -2.47 0.20
H -38.12 13.79 -4.21 0.22
H -35.06 15.93 -3.81 0.31
H -37.09 16.45 -5.64 0.35
H -36.14 17.72 -4.74 0.36
H -37.68 17.23 -4.16 0.37
```

Output
LUMO level (eV): -10.4
ΔE to the lowest compared entry with this formula, charge and spin (eV): 0.000
HOMO level (eV): -18.976
Charge: +3

Number 1: calculated total energy -2463.47112 Eh. Number 2: calculated total energy -1157.06872 Eh. Number 3: calculated total energy -1661.58038 Eh. Number 4: calculated total energy -3445.73893 Eh. Number 5: calculated total energy -1279.33867 Eh. Number 6: calculated total energy -1780.53810 Eh. Number 7: calculated total energy -2396.46694 Eh. Number 8: calculated total energy -1297.02418 Eh. Number 9: calculated total energy -1155.44349 Eh.